The following is a DFT calculation (ωB97M-V/def2-TZVPD) of 2 unconnected molecules or ions with the total composition C9H14.

**Gap between HOMO and LUMO**: 9.730 eV
**Electronic energy**: -9558.914 eV
**Structure (SMILES)**: Cc1ccccc1.CC

Geometry as XYZ:
```
23
Properties=species:S:1:pos:R:3:forces:R:3
C -0.7606 1.8300 2.6478 0.482 -1.460 -0.041
C 0.3284 1.2099 1.8002 -0.079 -0.037 -1.330
C -0.0957 0.5693 0.5882 3.153 0.609 1.572
C 0.8716 -0.1195 -0.1577 1.154 -0.045 1.304
C 2.2151 -0.2946 0.3017 -1.080 0.911 1.124
C 2.5666 0.4207 1.4995 2.743 -1.584 -0.804
C 1.7140 1.2464 2.1617 -3.221 0.161 1.550
H -1.5146 2.2570 2.0238 -0.326 0.879 -0.352
H -0.3336 2.4915 3.3770 -0.167 0.520 0.342
H -1.3124 1.0171 3.1496 0.387 0.220 0.203
H -1.0918 0.6776 0.2555 -0.950 -0.105 -0.294
H 0.5562 -0.5985 -1.0439 -0.148 -0.497 -0.920
H 2.9227 -1.0039 -0.1851 -0.678 0.871 0.384
H 3.5927 0.2771 1.9966 -1.449 0.183 -1.196
H 1.9198 1.7417 3.1624 0.215 -0.638 -1.524
C -1.6750 -0.7179 -2.7607 0.784 -0.808 -0.677
C -1.2025 -2.2660 -2.6161 -0.935 2.372 -4.589
H -2.3844 -0.6148 -1.9558 -0.220 0.727 0.274
H -0.8431 0.0668 -2.7289 -1.026 -1.316 0.349
H -2.2082 -0.5089 -3.7102 0.272 -0.377 0.468
H -1.0212 -2.4017 -1.6373 0.368 -0.937 3.473
H -2.0272 -2.9483 -3.0397 1.586 0.917 0.700
H -0.2166 -2.3311 -3.1286 -0.866 -0.566 -0.016
```
Forces are in eV/Å.

---

The following is a DFT calculation (ωB97M-V/def2-TZVPD) of C3H5NS2 in the gas phase.

**Gap between HOMO and LUMO**: 8.733 eV
**Electronic energy**: -26349.494 eV
**Structure (SMILES)**: C1CN2S[C@@H]2S1

Geometry as XYZ:
```
11
Properties=species:S:1:pos:R:3:forces:R:3
C 0.8942 -0.2862 0.2492 -2.347 -1.403 0.271
C -0.0825 0.3517 -0.7958 -1.932 -1.209 5.000
N -1.4966 0.8083 0.2513 1.169 -0.236 -5.508
S -1.2178 1.6923 1.6484 1.098 1.587 1.939
C -1.5025 -0.0381 1.2953 -0.560 -2.186 3.136
S -0.2757 -1.3121 1.4154 1.129 1.350 -1.118
H 1.5958 -1.0846 0.0823 0.161 -0.307 -1.460
H 1.4655 0.3383 0.8794 0.048 1.477 0.509
H 0.1328 1.2364 -1.2922 0.723 1.446 -0.809
H -0.7494 -0.3126 -1.2895 0.395 -0.840 -0.954
H -2.4082 -0.4074 1.8184 0.115 0.321 -1.005
```
Forces are in eV/Å.

---

The following is a DFT calculation (ωB97M-V/def2-TZVPD) of a molecular structure, C4H7InO2.

**Gap between HOMO and LUMO (alpha / beta)**: 8.072 / 6.902 eV
**Electronic energy**: -13504.347 eV
**Charge**: +2

Geometry as XYZ:
```
14
Properties=species:S:1:pos:R:3:forces:R:3
O 0.5123 -1.9727 0.9464 2.763 -0.713 7.591
C 0.8003 -1.2574 1.9942 1.137 -2.478 -2.378
C 0.7228 0.1237 2.0208 0.391 1.342 1.381
H 0.3983 0.5668 2.9661 0.115 0.241 -0.243
H 1.4331 -1.7594 2.7446 -0.867 -0.246 0.431
H 1.4973 0.6454 1.4435 -0.592 0.088 -0.055
In -0.1973 -1.4710 -0.6574 -2.312 -0.594 -5.739
C -0.6014 0.6449 -0.4827 3.076 2.468 -3.590
C -0.6898 0.8904 -1.8536 -3.415 -1.240 -2.584
O -1.5644 0.2080 -2.6111 1.118 0.659 1.579
H 0.5361 1.0841 -0.7213 -2.208 -0.123 3.894
H -0.0801 1.6303 -2.3756 0.350 -0.382 -0.238
H -1.5481 0.6851 0.0688 0.694 0.344 0.861
H -1.2192 -0.0183 -3.4827 -0.251 0.634 -0.910
```
Forces are in eV/Å.

---

The following is a DFT calculation (ωB97M-V/def2-TZVPD) of 3 unconnected molecules or ions with the total composition C5H14N2S.

**Gap between HOMO and LUMO**: 3.600 eV
**Electronic energy**: -19217.866 eV

Geometry as XYZ:
```
22
Properties=species:S:1:pos:R:3:forces:R:3
C -0.7431 1.5749 -1.6885 -2.003 -0.510 -1.270
N 0.2122 0.6299 -2.1057 4.233 2.175 1.130
C 0.9001 0.2146 1.6083 1.011 -1.973 -1.136
C -0.3401 -0.1321 1.2832 -2.977 1.986 0.750
C -1.5844 0.6839 1.6552 1.793 1.142 -0.962
S -2.9430 0.4760 0.5356 0.060 0.044 0.221
C 1.9279 -0.7333 1.0411 0.730 4.657 2.512
N 1.7429 -1.0829 -0.2970 1.177 0.542 0.707
H -0.9519 1.5172 -0.6828 -0.354 0.242 2.401
H -1.7129 1.2653 -2.1458 0.517 0.565 0.196
H -0.5639 2.5694 -1.9664 0.557 1.528 -0.492
H 0.8390 0.2383 -1.3875 -0.693 0.840 -0.463
H 1.0507 0.9863 2.3311 0.651 0.213 0.489
H -0.5384 -0.9078 0.5890 -0.172 -0.901 -0.484
H 0.0394 -2.5815 -1.3162 0.606 0.358 0.281
H -1.9419 0.6098 2.6516 -0.161 -0.843 1.225
H -1.1468 1.7617 1.7769 -0.681 -1.158 -0.727
H -0.5357 -2.9074 -1.6062 -0.677 -0.398 -0.311
H 1.2858 -1.5923 0.9215 -1.920 -3.167 -0.123
H 2.7107 -0.9096 1.8358 0.246 -0.115 -1.898
H 2.5574 -1.5851 -0.6168 0.318 -0.894 -0.021
H -0.2642 -0.0954 -2.4164 -2.263 -4.334 -2.025
```
Forces are in eV/Å.

---

The following is a DFT calculation (ωB97M-V/def2-TZVPD) of a gas-phase ion, C2H3N4O (charge -1).

**Gap between HOMO and LUMO**: 7.190 eV
**Electronic energy**: -10130.224 eV
**Charge**: -1
**Structure (SMILES)**: Cn1nnnc1[O-]

Geometry as XYZ:
```
10
Properties=species:S:1:pos:R:3:forces:R:3
C -1.4064 -0.0856 0.0382 2.133 0.039 -2.308
N 0.0546 -0.1877 0.0517 -0.915 -0.260 -0.050
N 0.6606 -1.3653 0.0583 3.348 -0.712 1.139
N 2.0120 -1.0667 0.0857 -3.792 -0.954 -1.091
N 2.1525 0.2312 -0.0834 2.168 -0.339 0.742
C 0.9752 0.8240 -0.0601 -0.921 0.198 -0.321
O 0.7075 2.0185 -0.1704 -0.699 1.556 -0.041
H -1.5266 0.8662 -0.5574 -0.918 -1.094 0.890
H -1.8014 -1.0333 -0.3420 0.190 0.385 -1.261
H -1.8280 -0.2013 0.9793 -0.593 1.183 2.300
```
Forces are in eV/Å.

---

The following is a DFT calculation (ωB97M-V/def2-TZVPD) of a molecular structure, C2H2O3S.

**Gap between HOMO and LUMO**: 9.824 eV
**Electronic energy**: -19079.658 eV

Geometry as XYZ:
```
8
Properties=species:S:1:pos:R:3:forces:R:3
C 1.2940 0.6674 -0.7099 -2.581 -0.086 3.402
C 0.0602 0.2697 0.8251 0.608 -0.663 -5.143
O 2.2088 1.3608 -0.5451 -0.032 -0.480 -0.568
O -2.1986 -1.2019 1.0063 0.350 -0.022 0.825
O -1.2935 -0.8538 -1.1822 1.174 0.609 -0.037
S -1.1103 -0.6766 0.2398 -0.368 0.616 0.554
H 0.6599 0.1709 -1.4407 0.683 0.033 -0.998
H 0.3795 0.2636 1.8067 0.166 -0.006 1.965
```
Forces are in eV/Å.

---

> The highest electronic energy belongs to which entry?

C9H14